Formula: C4H12O4
Source: OMol25
Level of theory: ωB97M-V/def2-TZVPD

Structure (XYZ):
```
20
Properties=species:S:1:pos:R:3:forces:R:3
O 4.8052 3.0294 -2.8461 1.5 0.3 1.3
C 3.7981 2.7973 -3.7526 -1.5 -0.4 -0.8
C 3.0578 4.0848 -4.0021 -1.4 1.1 1.3
O 1.9631 3.9021 -4.8488 -1.5 -0.1 -1.1
H 4.4160 3.3163 -1.9937 0.3 -0.3 -0.8
H 4.1347 2.3764 -4.7196 0.4 0.1 0.7
H 3.0876 2.0781 -3.3016 0.0 0.1 -0.6
H 2.5697 4.3341 -3.0404 0.8 0.3 0.2
H 3.6357 4.9716 -4.3262 0.3 -0.7 0.1
H 1.1568 4.3192 -4.4796 1.0 -0.4 -0.4
O -0.3202 -7.2105 -1.3166 -0.3 -0.9 0.9
C 0.3047 -5.9911 -1.0340 0.7 0.7 0.6
C 0.3667 -5.2277 -2.3259 1.0 0.0 -0.6
O 1.0119 -3.9292 -2.1648 -0.4 -1.1 0.3
H -0.2644 -7.7801 -0.5211 -0.1 0.5 -0.8
H -0.1623 -5.3908 -0.2297 -0.1 -0.4 -0.3
H 1.3634 -6.1588 -0.7574 -0.2 0.0 0.3
H 1.0092 -5.8775 -2.9508 -0.4 0.4 -0.3
H -0.6292 -5.1769 -2.8066 0.6 0.6 0.3
H 1.8201 -4.0793 -1.6313 -0.7 0.1 -0.5
```
Forces are in eV/Å.

Output
charge: 0
ΔE to the lowest compared entry with this formula, charge and spin: 232.5 kJ/mol
LUMO: 0.7 eV

---

Formula: C16H18F2N2O3
Source: OMol25
Level of theory: ωB97M-V/def2-TZVPD

Structure (XYZ):
```
41
Properties=species:S:1:pos:R:3:forces:R:3
C -2.5796 -2.1313 2.8458 -4.3 1.0 -1.0
N -1.2521 -1.9663 2.5868 4.2 -0.4 -3.0
C -0.5977 -3.1928 2.9718 5.6 5.0 -2.9
H -0.5315 -3.2676 3.9917 -0.2 -1.2 2.7
H 0.5682 -2.8017 2.6292 -2.5 -2.1 1.1
H -0.8098 -3.9465 2.3059 -0.8 -2.2 -0.8
C -0.4329 -0.6819 2.8303 -8.8 0.2 3.6
C -0.4928 -0.5118 4.3490 5.5 -2.0 -3.2
C 0.5370 -1.0003 5.1045 -0.7 1.1 2.7
C 0.2909 -0.6955 6.5376 -5.8 0.8 -7.0
C -1.0379 -0.1959 6.2942 0.6 3.7 7.4
O -1.4530 0.0499 5.0142 -0.1 -0.2 2.4
H -1.5006 0.5611 7.2403 0.6 -2.6 -3.4
H 0.7959 -1.0224 7.3623 0.9 -0.4 2.1
H 1.4163 -1.4827 4.8430 1.3 -0.7 -1.2
H -1.2731 0.0526 2.5819 1.1 -0.4 -0.5
C 0.7657 -0.3022 2.1579 1.8 -3.9 -3.6
N 0.4391 -0.5169 0.6494 -3.1 -7.2 3.1
C 0.2655 0.4802 -0.1211 2.8 3.3 -5.0
O 0.9291 1.5045 0.0344 -0.8 1.3 1.0
C -0.1728 0.3019 -1.6002 -2.9 -4.9 4.1
C -1.1703 -0.7332 -1.9307 -0.9 2.1 4.9
C -1.7262 -0.9129 -3.1129 14.9 7.5 0.0
C -0.9579 -0.3474 -4.2317 -5.3 -1.9 3.2
C -0.2397 0.6862 -3.9585 8.1 1.3 2.3
C 0.4788 0.8048 -2.5666 3.2 5.6 -5.5
H 1.5028 1.5687 -2.3680 -3.5 -2.4 -0.7
O 0.4768 1.0839 -5.0682 3.2 2.9 -0.6
C 1.6091 2.1537 -4.9925 -5.9 1.6 5.5
F 2.8068 1.7168 -4.5496 -1.2 0.0 -1.6
F 1.5060 2.7486 -6.1314 1.6 -0.3 -2.0
H 1.1402 3.0710 -4.1863 1.8 -3.0 -1.8
H -1.4113 -0.4063 -5.1388 -0.6 -0.6 -2.9
H -2.4658 -1.3256 -3.2238 -13.7 -8.2 -2.3
H -1.6971 -0.9893 -0.9599 0.2 -0.4 -1.4
H -0.2614 -1.5224 0.4015 2.8 4.1 1.4
H 0.8120 0.7840 2.2899 1.5 -0.5 0.1
H 1.6029 -1.2358 2.3415 -1.5 3.6 -0.1
H -3.1969 -1.2365 2.3854 0.9 -1.5 1.4
H -3.0386 -3.0848 2.1957 1.2 2.1 2.2
H -2.6356 -2.2002 3.9767 -1.4 -0.3 -1.0
```
Forces are in eV/Å.

Output
charge: 0
LUMO: 0.6 eV

---

Formula: C44H36BaN5SSb
Source: OMol25
Level of theory: ωB97M-V/def2-TZVPD

Structure (XYZ):
```
88
Properties=species:S:1:pos:R:3:forces:R:3
Ba 0.4210 0.8502 0.1730 -4.7 -3.4 -1.4
C -2.3110 0.7861 -0.2813 0.1 0.5 0.0
C -3.5095 0.7261 -0.5254 -0.2 -0.2 0.0
C -4.9054 0.5345 -0.7930 -0.1 0.2 0.0
C -5.7307 1.6135 -1.1338 0.1 0.0 0.0
C -7.0791 1.4271 -1.3851 0.0 0.0 0.0
C -7.6410 0.1594 -1.3025 0.0 0.0 0.0
C -6.8348 -0.9189 -0.9682 0.0 0.0 0.0
C -5.4842 -0.7343 -0.7181 0.0 -0.1 0.0
H -5.2952 2.6019 -1.1961 0.0 0.0 0.0
H -7.6936 2.2796 -1.6453 0.0 0.0 0.0
H -8.6955 0.0145 -1.4960 0.0 0.0 0.0
H -7.2563 -1.9140 -0.9007 0.0 0.0 0.0
H -4.8651 -1.5852 -0.4604 0.0 0.0 0.0
C -0.2615 -4.1550 1.3664 0.0 0.1 -0.1
C 0.1570 -2.9850 0.7521 0.1 -0.1 -0.1
N -0.6059 -1.8960 0.6324 0.1 -0.1 0.5
C -1.8295 -1.9574 1.1571 -0.1 -0.3 0.0
C -2.3609 -3.0981 1.7688 0.1 0.3 -0.2
C -1.5436 -4.2126 1.8859 0.0 -0.1 0.0
C -3.7470 -3.0405 2.2613 -0.2 -0.1 0.1
C -4.7030 -3.9557 2.0949 0.1 0.1 0.0
C -4.6188 -5.1817 1.2802 0.0 0.0 -0.1
C -4.0233 -5.2077 0.0208 0.0 -0.1 0.1
C -4.0325 -6.4148 -0.6525 0.0 0.1 0.0
N -4.5873 -7.5138 -0.1457 0.0 0.0 -0.1
C -5.1511 -7.3724 1.0469 0.0 -0.1 0.0
N -5.2063 -6.2719 1.7845 0.0 0.1 0.0
H 0.4169 -4.9933 1.4383 0.0 0.0 0.0
H 1.1611 -2.9273 0.3468 0.0 0.1 0.0
H -2.4375 -1.0673 1.0463 0.0 0.0 0.0
H -1.8994 -5.1045 2.3870 0.0 0.0 0.0
H -4.0093 -2.1516 2.8250 0.0 0.0 0.0
H -5.6537 -3.8087 2.5928 0.0 0.0 0.0
H -3.5820 -4.3224 -0.4130 0.0 0.0 0.0
H -3.5830 -6.5064 -1.6351 0.0 0.0 0.0
H -5.6240 -8.2548 1.4642 0.0 0.0 0.0
N 3.2180 -2.2991 -5.2384 0.0 0.0 0.0
C 2.2299 -1.8706 -4.8392 0.0 0.0 -0.1
C 0.9996 -1.3394 -4.3300 -0.1 0.0 0.1
C 0.2029 -0.4877 -5.0904 0.0 0.0 0.0
C -0.9576 -0.0032 -4.5215 -0.1 -0.1 0.1
C -1.2812 -0.3849 -3.2212 -0.1 0.0 -0.1
N -0.5317 -1.2141 -2.4931 0.2 0.1 -0.1
C 0.5850 -1.6788 -3.0408 0.0 0.0 -0.1
H 0.4967 -0.2205 -6.0970 0.0 0.0 0.0
H -1.6170 0.6606 -5.0625 0.0 0.0 0.0
H -2.1715 -0.0105 -2.7263 0.0 0.0 0.0
H 1.1859 -2.3582 -2.4460 0.0 0.0 0.0
C 0.8693 2.2194 2.4619 0.1 0.3 -0.1
H 0.6599 1.2911 3.0150 0.1 0.1 -0.2
H 0.0275 2.4286 1.7837 0.0 0.5 0.9
H 0.8821 3.0395 3.1758 0.2 0.0 0.0
S 2.6904 -0.4334 1.1084 1.5 0.6 0.8
Sb 2.9751 1.9304 1.4213 1.5 0.3 0.5
C 4.9316 2.2225 0.3246 -1.0 -0.6 0.7
C 5.5316 1.1013 -0.2282 0.1 -0.1 -0.1
C 6.7585 1.2162 -0.8705 0.1 0.0 -0.1
C 7.3884 2.4490 -0.9530 0.0 0.0 0.0
C 6.7864 3.5662 -0.3893 0.1 0.1 -0.1
C 5.5637 3.4488 0.2533 -0.1 0.4 0.0
C 1.9472 2.7148 -0.5159 1.2 0.9 -0.3
C 2.2476 1.9565 -1.6776 0.3 1.1 0.6
C 1.5050 2.1487 -2.8306 0.4 -0.1 0.1
C 0.4735 3.0799 -2.8490 -0.1 0.0 -0.3
C 0.1689 3.8246 -1.7263 0.2 0.2 0.4
C 0.9036 3.6521 -0.5498 0.8 -0.1 -0.3
C 3.8827 2.7992 3.2939 -0.4 -0.4 -1.5
C 5.0495 2.2310 3.7724 0.1 -0.3 0.0
C 5.7665 2.8696 4.7705 0.1 0.0 0.1
C 5.3435 4.0995 5.2588 0.0 0.0 0.0
C 4.1887 4.6771 4.7534 0.0 0.1 0.1
C 3.4590 4.0244 3.7692 -0.3 0.2 0.1
H 5.0504 0.1321 -0.1580 0.0 0.0 0.0
H 7.2232 0.3372 -1.3002 0.0 0.0 0.0
H 8.3445 2.5380 -1.4525 0.0 0.0 0.0
H 7.2741 4.5318 -0.4430 0.0 0.0 0.0
H 5.1179 4.3350 0.6957 0.0 0.0 0.0
H 3.0564 1.2279 -1.6287 -0.1 0.1 -0.1
H 1.7777 1.5946 -3.7202 -0.2 0.0 0.0
H -0.0642 3.2526 -3.7725 -0.1 -0.1 0.1
H -0.6120 4.5728 -1.7529 -0.1 -0.1 -0.1
H 0.6796 4.2528 0.3241 -0.1 -0.1 0.0
H 5.4071 1.2867 3.3753 0.0 0.0 0.0
H 6.6688 2.4119 5.1566 0.0 0.0 0.0
H 5.9162 4.6042 6.0255 0.0 0.0 0.0
H 3.8525 5.6400 5.1173 0.0 0.0 0.0
H 2.5534 4.4903 3.3957 0.0 0.0 0.0
```
Forces are in eV/Å.

Output
charge: 0
ΔE to the lowest compared entry with this formula, charge and spin: 173.9 kJ/mol
LUMO: -0.2 eV

---

Formula: C8H18O2
Source: OMol25
Level of theory: ωB97M-V/def2-TZVPD

Structure (XYZ):
```
28
Properties=species:S:1:pos:R:3:forces:R:3
C -3.3181 0.7597 -0.0698 -0.1 -0.1 0.1
C -2.2519 -0.2441 0.3274 2.1 1.8 0.1
C -0.6928 0.5139 0.2184 -4.6 -1.9 0.2
C 0.3097 -0.5522 0.0783 3.7 2.1 0.0
C 0.2590 -1.3270 -1.2270 0.3 0.2 0.2
C 0.4191 -1.4821 1.2778 0.1 0.3 -0.2
C 1.8013 0.4658 0.0709 -1.0 -2.0 -0.1
C 1.9136 1.4795 -1.0582 -0.3 -0.3 0.2
O 2.9038 -0.3999 -0.0850 0.2 0.0 -0.1
O 1.8777 1.0935 1.3283 -0.3 -0.1 0.1
H -3.2562 1.6546 0.5501 0.0 0.1 0.0
H -3.1957 1.0609 -1.1113 0.0 0.0 0.0
H -4.3217 0.3433 0.0403 0.0 0.0 0.0
H -2.3702 -0.5444 1.3681 0.0 0.0 0.0
H -2.3246 -1.1407 -0.2879 0.3 0.1 -0.1
H -0.7537 1.1514 -0.6604 0.1 0.1 0.0
H -0.5737 1.0888 1.1330 0.0 0.1 -0.1
H 1.2615 -1.6775 -1.4728 0.0 -0.1 -0.1
H -0.3868 -2.1977 -1.1299 -0.1 0.0 0.0
H -0.1033 -0.7107 -2.0463 -0.1 0.0 -0.1
H 1.2490 -2.1773 1.1448 0.0 -0.1 0.1
H 0.5641 -0.9115 2.1921 0.0 0.0 0.1
H -0.4837 -2.0811 1.3763 -0.1 -0.1 0.0
H 1.7410 1.0013 -2.0179 0.0 0.0 -0.1
H 1.2034 2.2892 -0.9147 -0.1 0.0 0.0
H 2.9220 1.9031 -1.0599 0.0 -0.1 0.0
H 2.9256 -0.9922 0.6758 -0.1 0.0 0.0
H 2.6816 1.6332 1.3596 -0.2 -0.2 -0.1
```
Forces are in eV/Å.

Output
charge: 0
ΔE to the lowest compared entry with this formula, charge and spin: 119.9 kJ/mol
LUMO: 0.8 eV

---

Formula: C2H4NO2
Source: OMol25
Level of theory: ωB97M-V/def2-TZVPD

Structure (XYZ):
```
9
Properties=species:S:1:pos:R:3:forces:R:3
N 0.9835 -0.0076 -0.4464 0.0 -2.6 0.4
C -0.1113 -0.2259 0.5523 -0.2 2.2 1.0
O -0.9073 1.1548 0.8005 1.8 0.7 0.8
C -1.4642 0.2709 0.0981 1.1 -3.2 0.3
O -2.3450 -0.1792 -0.4896 -2.4 0.4 -1.4
H 0.4858 0.1170 -1.3696 1.4 0.6 0.8
H 1.4149 -0.9831 -0.4928 -0.5 1.2 -0.3
H 1.8002 0.5822 -0.1596 -1.1 0.3 -0.6
H 0.1433 -0.7292 1.5072 -0.1 0.5 -0.9
```
Forces are in eV/Å.

Output
charge: +1
ΔE to the lowest compared entry with this formula, charge and spin: 205.3 kJ/mol
LUMO: -4.7 eV

---

Formula: C3H6ClF
Source: OMol25
Level of theory: ωB97M-V/def2-TZVPD

Structure (XYZ):
```
11
Properties=species:S:1:pos:R:3:forces:R:3
C 0.9620 -0.7814 -0.4111 -1.9 0.4 -0.4
C 0.4143 0.5735 0.2002 -0.3 -2.5 0.4
C -1.1948 0.4438 0.2984 3.2 1.9 3.2
F -1.7521 1.2747 -0.5975 -0.5 1.0 -0.2
Cl -1.8100 -1.1112 -0.0515 -1.0 -1.2 0.4
H 1.9700 -0.7774 -0.7385 0.9 0.5 -0.6
H 0.8903 -1.6796 0.2281 -0.2 0.8 0.3
H 0.2330 -1.0224 -1.2446 1.5 0.3 0.5
H 0.9036 0.8506 1.1419 -0.7 -1.0 0.6
H 0.7299 1.4733 -0.2659 -0.3 0.6 -1.8
H -1.3462 0.7561 1.4405 -0.8 -0.6 -2.6
```
Forces are in eV/Å.

Output
charge: 0
ΔE to the lowest compared entry with this formula, charge and spin: 94.4 kJ/mol
LUMO: 1.0 eV